(1)
{
  "formula": "C5H17NO4",
  "method": "ωB97M-V/def2-TZVPD",
  "e_tot_ha": -556.34623,
  "species": ["C", "C", "N", "C", "C", "O", "C", "O", "H", "H", "H", "H", "H", "H", "H", "H", "H", "H", "H", "H", "H", "O", "H", "H", "O", "H", "H"],
  "positions_angstrom": [[-1.2371, 1.5412, 1.9875], [0.1390, 0.8331, 1.7874], [0.5868, 1.1144, 0.3612], [-0.1166, 0.0847, -0.5169], [0.6913, -1.2579, -0.6586], [-0.4191, -2.2226, -0.7383], [-0.3258, 0.7081, -1.9042], [-1.5883, 0.2669, -2.4306], [-1.9877, 0.8290, 1.6596], [-1.2617, 2.2948, 1.1673], [-1.3353, 2.1347, 2.8720], [0.9067, 1.2916, 2.4093], [0.0142, -0.2472, 1.9205], [1.5598, 0.8150, 0.4411], [-0.9844, -0.1875, 0.0615], [1.3141, -1.4578, 0.2189], [1.1557, -1.3938, -1.6193], [-0.4020, -2.8202, -1.5007], [-0.4085, 1.8053, -1.7218], [0.3820, 0.6037, -2.7310], [-1.7230, -0.6427, -2.1522], [-0.7286, -2.8091, 2.0151], [-1.6752, -2.7830, 1.9913], [-0.3973, -2.6721, 1.0982], [2.5861, 1.1986, -1.6697], [2.0283, 1.9270, -1.3688], [3.2262, 1.0458, -0.9788]],
  "nbo_charge": [-0.6443, -0.2365, -0.6317, -0.1101, -0.0793, -0.7895, -0.0832, -0.7307, 0.2081, 0.2189, 0.2243, 0.1942, 0.1915, 0.3403, 0.2214, 0.1797, 0.1975, 0.4900, 0.1843, 0.1923, 0.4648, -0.9682, 0.4684, 0.4906, -0.9452, 0.4857, 0.4667]
}



(2)
{
  "formula": "C27H50Br6Cl8FMgN2O12PSSi2",
  "method": "ωB97M-V/def2-TZVPD",
  "e_tot_ha": -22815.37272,
  "species": ["C", "C", "Cl", "C", "Cl", "Si", "C", "C", "C", "Cl", "O", "Si", "Br", "C", "O", "O", "P", "O", "O", "S", "C", "Br", "C", "C", "Br", "H", "H", "H", "H", "H", "H", "H", "H", "H", "H", "H", "H", "H", "H", "H", "H", "H", "H", "Mg", "C", "C", "O", "H", "H", "H", "H", "H", "H", "C", "O", "N", "C", "C", "H", "H", "H", "H", "H", "H", "H", "C", "Br", "Br", "Br", "H", "C", "C", "O", "H", "H", "H", "H", "H", "H", "C", "Cl", "Cl", "Cl", "Cl", "C", "O", "H", "H", "H", "H", "N", "C", "C", "C", "C", "H", "H", "H", "H", "H", "C", "C", "O", "C", "O", "O", "F", "H", "H", "H", "Cl"],
  "positions_angstrom": [[-2.7327, 0.9090, -1.0949], [-3.8711, 0.0438, -1.6569], [-3.2309, -0.7997, -3.1349], [-5.1705, 0.8112, -1.9812], [-4.9085, 2.5292, -2.4592], [-6.5408, 0.5904, -0.6476], [-7.1318, -1.1643, -0.8717], [-7.5021, -1.5287, -2.3579], [-8.6399, -2.5670, -2.3283], [-9.4854, -2.7352, -3.8930], [-7.6750, 1.7963, -0.9511], [-9.2840, 1.4582, -0.7402], [-9.8609, 0.4219, 1.1527], [-10.1403, 0.6664, -2.2392], [-9.7809, 1.0374, -3.3734], [-11.0513, -0.1420, -2.0042], [-10.2844, 3.4980, -0.6029], [-9.2957, 4.5979, -1.1897], [-10.3529, 3.8703, 0.9703], [-12.0905, 3.4997, -1.5050], [-5.6812, 0.7266, 1.0607], [-6.4015, -0.5754, 2.3712], [-5.7027, 2.1343, 1.7432], [-5.4064, 3.3066, 0.7988], [-7.3324, 2.5827, 2.7332], [-3.1198, 1.7079, -0.4527], [-2.1748, 1.3733, -1.9147], [-2.0251, 0.3307, -0.4855], [-4.0708, -0.7363, -0.8992], [-5.5943, 0.3269, -2.8718], [-6.2562, -1.8055, -0.6370], [-7.9246, -1.4887, -0.1900], [-7.7611, -0.6491, -2.9598], [-6.6455, -2.0341, -2.8278], [-8.2036, -3.5490, -2.1013], [-9.3456, -2.3723, -1.5141], [-8.6890, 4.8749, -0.4814], [-10.8610, 3.1729, 1.4205], [-4.6210, 0.4550, 0.9924], [-4.8980, 2.1292, 2.4870], [-5.2112, 4.1816, 1.4358], [-6.2348, 3.5829, 0.1444], [-4.4732, 3.1149, 0.2606], [-3.9544, -3.0877, -1.7861], [1.1315, 0.4361, 2.0070], [0.9475, -0.7714, 1.1084], [0.6544, -0.3627, -0.2304], [0.2310, 1.0527, 2.0055], [1.3481, 0.1316, 3.0323], [1.9516, 1.0638, 1.6478], [0.1165, -1.3837, 1.4567], [1.8489, -1.3877, 1.0994], [1.3932, 0.1694, -0.5421], [-1.0193, -5.6353, -3.5627], [-1.8737, -5.7309, -2.7036], [-0.9865, -6.3558, -4.7002], [0.0630, -6.1924, -5.6861], [-2.0402, -7.3273, -4.9422], [-0.1775, -4.9273, -3.4739], [-0.3752, -5.8884, -6.6391], [0.5901, -7.1397, -5.8189], [0.7738, -5.4335, -5.3649], [-3.0068, -6.8223, -4.9544], [-2.0477, -8.0655, -4.1394], [-1.8770, -7.8257, -5.8948], [1.4114, -2.9908, 4.9617], [-0.4889, -3.1631, 4.6873], [2.3928, -3.2390, 3.3189], [1.8612, -1.3302, 5.8178], [1.7095, -3.7810, 5.6374], [1.9352, 0.0691, -4.3736], [1.2451, 1.3815, -4.0548], [-0.1094, 1.1569, -3.6763], [1.4179, -0.4492, -5.1822], [2.9727, 0.2335, -4.6684], [1.9179, -0.5929, -3.5032], [1.2418, 2.0351, -4.9262], [1.7589, 1.8994, -3.2368], [-0.1049, 0.5860, -2.8992], [5.8559, 1.5113, -2.6890], [4.3925, 0.7212, -2.0850], [5.4693, 2.4148, -4.1588], [6.4782, 2.6186, -1.4607], [7.0774, 0.2878, -3.0518], [1.9196, -3.1861, 9.1400], [2.4233, -3.5352, 7.8533], [0.8782, -2.8938, 9.0306], [1.9835, -4.0415, 9.8165], [2.4865, -2.3480, 9.5526], [3.3433, -3.7911, 7.9633], [10.9459, 0.9746, 1.7103], [9.8240, 0.7592, 0.9564], [9.3786, 1.9738, 0.5086], [10.2709, 2.9612, 1.0086], [11.2281, 2.3134, 1.7439], [11.4807, 0.2602, 2.1683], [9.4410, -0.2360, 0.8056], [8.5108, 2.1368, -0.1095], [10.2159, 4.0251, 0.8459], [12.0811, 2.6876, 2.2863], [15.2758, 5.0177, 4.0454], [14.1841, 3.9921, 4.2091], [14.9051, 2.7799, 4.2974], [16.1234, 3.0929, 4.8388], [16.8742, 2.3045, 5.2951], [16.3480, 4.4328, 4.7873], [13.3768, 3.9453, 3.1167], [15.5766, 5.1382, 3.0033], [15.0043, 5.9903, 4.4492], [13.5745, 4.1207, 5.1054], [-11.9904, 5.5937, -2.0008]],
  "lowdin_charge": [-0.1488, -0.8025, 0.4951, -0.6938, 0.6400, 0.4118, -0.2835, -0.3087, -0.6039, 0.5577, -0.3156, 0.1274, 0.4623, -0.8844, -0.0542, -0.0767, 0.3330, -0.2177, -0.2515, 0.4183, -0.6977, 0.6350, -0.8039, -0.1825, 0.6573, 0.0483, 0.0601, 0.0762, -0.0174, 0.0546, 0.0070, 0.0440, 0.0848, 0.0586, 0.0721, 0.0659, 0.1044, 0.0522, 0.0531, 0.0849, 0.0782, 0.0473, 0.0468, 0.4944, -0.0799, -0.3315, -0.1020, 0.0760, 0.0390, 0.0754, 0.1058, 0.0646, 0.0622, -0.3639, -0.0706, -0.2024, -0.0603, -0.0393, 0.1331, 0.0893, 0.0885, 0.0815, 0.0940, 0.0930, 0.0849, -1.6200, 0.5778, 0.6076, 0.6127, -0.0517, -0.1155, -0.3222, -0.0984, 0.0776, 0.0461, 0.0620, 0.1143, 0.0903, 0.0547, -2.0327, 0.5419, 0.5326, 0.5613, 0.5351, -0.1462, -0.2055, 0.0803, 0.0783, 0.0789, 0.0831, 0.0038, -0.1396, -0.1203, -0.1036, -0.1340, 0.1434, 0.1048, 0.0057, 0.0889, 0.0818, -0.0557, -0.3089, 0.1316, -0.5436, 0.1927, 0.0747, 0.0500, 0.1466, 0.1406, 0.1762, 0.1572]
}



(3)
{
  "formula": "C19H28F9N2O4P3Ti",
  "method": "ωB97M-V/def2-TZVPD",
  "spin_multiplicity": 4,
  "charge": -1,
  "e_tot_ha": -3923.87608,
  "species": ["Ti", "C", "C", "O", "C", "C", "C", "N", "N", "C", "O", "C", "C", "C", "C", "C", "C", "H", "H", "H", "H", "H", "H", "H", "H", "H", "H", "H", "H", "C", "P", "C", "C", "C", "P", "C", "C", "H", "H", "H", "H", "H", "H", "H", "H", "H", "H", "H", "H", "H", "H", "H", "H", "F", "C", "F", "F", "O", "O", "F", "P", "F", "F", "F", "F", "F"],
  "positions_angstrom": [[-0.0741, -0.1740, -0.3792], [3.1988, -2.0916, -2.3890], [2.4024, -0.9133, -1.8992], [1.7013, -1.1244, -0.8481], [2.4818, 0.2941, -2.5853], [1.9590, 1.5058, -2.1301], [2.3821, 2.8001, -2.7462], [1.1627, 1.5188, -1.0497], [1.0894, 2.6591, -0.4194], [0.4909, 2.4193, 0.8835], [0.0922, 1.1637, 1.0863], [1.4309, 2.9350, 1.9712], [1.3379, 2.3890, 3.2459], [2.1728, 2.8232, 4.2645], [3.1137, 3.8138, 4.0163], [3.2030, 4.3702, 2.7483], [2.3637, 3.9364, 1.7312], [2.5201, -2.7894, -2.8842], [3.6371, -2.6047, -1.5319], [3.9831, -1.8109, -3.0898], [3.1043, 0.3197, -3.4692], [3.0815, 3.3224, -2.0900], [1.5195, 3.4548, -2.8700], [2.8596, 2.6235, -3.7086], [0.5994, 1.6213, 3.4285], [2.0881, 2.3898, 5.2538], [3.7700, 4.1534, 4.8084], [3.9291, 5.1493, 2.5499], [2.4199, 4.3691, 0.7427], [0.2598, -4.0604, -1.4545], [-0.9389, -2.8443, -0.8042], [-2.4395, -3.2719, -1.7427], [-1.3310, -3.5699, 0.8400], [-0.1739, -3.3182, 1.8096], [0.1467, -1.5085, 1.8693], [1.8179, -1.3765, 2.5804], [-0.9519, -0.9768, 3.2180], [1.2277, -3.9339, -0.9702], [0.3867, -3.8572, -2.5186], [-0.0902, -5.0865, -1.3179], [-2.6855, -4.3294, -1.6151], [-2.2742, -3.0534, -2.7954], [-3.2635, -2.6484, -1.3971], [-1.5623, -4.6354, 0.7472], [-2.2359, -3.0632, 1.1885], [0.7382, -3.8122, 1.4619], [-0.3921, -3.6998, 2.8111], [1.9068, -1.9158, 3.5262], [2.0416, -0.3210, 2.7388], [2.5339, -1.7687, 1.8575], [-0.6480, -1.4182, 4.1697], [-1.9767, -1.2669, 2.9820], [-0.9416, 0.1102, 3.2725], [-2.0595, -0.5825, -2.7885], [-0.7434, -0.2913, -2.5636], [-0.0853, -1.3145, -3.2859], [-0.5293, 0.8155, -3.3514], [-0.7470, 3.2838, 0.9389], [-0.4650, 4.5457, 0.8159], [-2.3280, -0.6285, 0.1518], [-3.4724, 0.6502, 0.2631], [-4.4380, -0.3609, 1.0710], [-4.4988, 1.8606, 0.3535], [-2.7826, 1.0630, 1.6520], [-2.3840, 1.5224, -0.5597], [-4.1141, 0.1366, -1.1094]],
  "lowdin_spin": [0.9662, 0.0163, 0.1154, 0.0750, 0.0506, 0.1117, 0.0067, 0.0709, 0.4608, 0.0324, -0.0050, 0.0169, 0.0030, 0.0019, 0.0015, 0.0014, 0.0042, 0.0059, 0.0023, 0.0003, 0.0016, 0.0042, 0.0013, -0.0001, 0.0001, 0.0002, 0.0001, 0.0001, -0.0001, -0.0010, -0.0038, -0.0002, -0.0003, -0.0015, 0.0034, 0.0000, 0.0021, 0.0000, 0.0002, -0.0002, -0.0001, 0.0000, 0.0000, -0.0001, 0.0001, 0.0000, -0.0003, -0.0002, 0.0000, 0.0001, 0.0001, 0.0000, 0.0000, 0.0010, -0.0014, 0.0033, 0.0033, 0.3768, 0.6511, 0.0110, 0.0008, 0.0000, 0.0002, -0.0001, 0.0098, 0.0004]
}



Maximum force for every record listed, in sequence, given in eV/A: 3.79, 2.31, 0.39.